103
Properties=species:S:1:pos:R:3:forces:R:3:mulliken_charge:R:1 method="wB97M-V/def2-TZVPD" e_tot_ha=-6512.83040 charge=-2
K 0.886334 0.427655 -0.441500 0.0584 -0.1999 -0.5028 1.607
Te 1.033326 -3.963897 2.902971 0.0046 -0.0332 -0.0605 0.373
C -0.234678 -5.671903 2.898564 -0.0178 0.0296 0.0327 0.141
C -1.452939 -5.682679 2.228808 -0.0003 0.0164 -0.0118 0.790
C -2.246557 -6.816547 2.276497 0.0033 -0.0259 -0.0009 -0.608
N -1.925361 -7.934669 2.933396 -0.0078 0.0113 -0.0101 -0.688
C -0.758079 -7.914738 3.577837 -0.0055 0.0108 0.0156 -0.402
C 0.104538 -6.831025 3.593507 0.0299 -0.0030 0.0088 -0.450
C 0.298185 -2.932127 1.279505 0.1402 -0.0261 -0.0345 -1.028
P -0.683034 -1.474204 1.500656 0.0888 0.0116 -0.0713 -0.269
C -2.209473 -2.149997 2.277448 -0.0669 0.0743 -0.0147 0.173
C -3.312566 -2.375914 1.453633 0.0321 -0.0239 0.0327 -0.487
C -4.433226 -3.049832 1.924608 -0.0178 0.0082 0.0010 -0.722
C -4.474024 -3.495093 3.238585 -0.0056 0.0133 -0.0103 -0.521
C -3.396692 -3.243877 4.079792 0.0021 -0.0071 -0.0038 -0.731
C -2.279736 -2.571153 3.607108 0.0161 -0.0589 0.0097 0.051
C 0.006391 -0.419203 2.819224 -0.0529 0.0120 0.1405 0.814
C -0.851198 0.216348 3.689273 0.0439 0.0410 0.0216 -0.080
C -0.388505 0.832413 4.859154 -0.0143 0.0007 -0.0204 -1.180
C 0.987745 0.746980 5.192055 0.0144 -0.0001 0.0171 -0.009
C 1.873328 0.204937 4.319285 0.0351 -0.0139 0.0015 -1.264
C 1.522412 -0.212413 2.920536 0.0141 0.0547 0.0431 -0.689
P 1.204342 -2.884592 -0.282866 -0.1367 0.0903 0.1011 0.828
C -0.072955 -3.247810 -1.584167 0.0167 -0.1205 -0.0253 0.739
C -1.302935 -3.842954 -1.324374 -0.0195 0.0302 -0.0313 -0.165
C -2.215499 -4.071615 -2.343818 -0.0072 -0.0213 -0.0131 -0.945
C -1.909560 -3.704118 -3.648784 -0.0081 -0.0123 0.0122 -0.526
C -0.687461 -3.105282 -3.921643 0.0204 0.0104 0.0089 -0.621
C 0.219900 -2.875538 -2.895105 -0.0063 0.0398 -0.0112 -0.676
C 2.071849 -4.508476 -0.334531 0.0327 0.0182 -0.0204 -0.096
C 1.390716 -5.719961 -0.227941 -0.0204 -0.0162 0.0140 -0.243
C 2.076642 -6.922913 -0.237387 0.0083 -0.0002 0.0052 -0.627
C 3.462821 -6.931222 -0.356825 -0.0027 -0.0042 -0.0126 -0.461
C 4.150916 -5.733425 -0.474274 -0.0067 -0.0007 -0.0052 -0.544
C 3.455363 -4.528703 -0.467057 0.0001 -0.0014 0.0504 -0.495
H -1.778643 -4.802057 1.687074 -0.0021 0.0009 0.0076 -0.200
H -3.202481 -6.825511 1.760565 -0.0020 0.0007 0.0007 0.386
H -0.494573 -8.823426 4.113441 0.0021 -0.0011 -0.0068 0.352
H 1.041354 -6.901037 4.136285 0.0001 -0.0017 -0.0131 0.340
H -3.279957 -2.026695 0.427589 0.0206 -0.0282 -0.0335 0.312
H -5.275688 -3.222739 1.264202 0.0024 -0.0042 0.0021 0.417
H -5.341155 -4.030515 3.607596 -0.0015 -0.0008 -0.0006 0.357
H -3.420159 -3.588513 5.107289 -0.0027 0.0039 0.0023 0.364
H -1.440129 -2.383651 4.264858 -0.0323 -0.0061 -0.0107 0.359
H -1.923218 0.180879 3.515719 0.0075 0.0066 0.0038 0.492
H -1.088205 1.305952 5.537895 -0.0013 -0.0013 -0.0011 0.354
H 1.327004 1.128567 6.151018 0.0038 -0.0013 -0.0002 0.348
H 2.928020 0.157047 4.570913 0.0045 0.0047 -0.0014 0.519
H 1.973655 -1.201882 2.761903 -0.0067 -0.0542 0.0073 0.140
H -1.534762 -4.114140 -0.303098 -0.0456 0.0333 0.0823 0.555
H -3.170283 -4.534843 -2.118842 0.0055 0.0078 -0.0037 0.405
H -2.624812 -3.873367 -4.445509 -0.0013 0.0066 0.0013 0.349
H -0.445781 -2.799910 -4.933434 0.0011 -0.0033 0.0022 0.395
H 1.163696 -2.380271 -3.105436 -0.0090 -0.0088 -0.0020 0.330
H 0.312007 -5.713488 -0.119788 0.0225 -0.0144 0.0053 0.295
H 1.531523 -7.854563 -0.138638 0.0028 -0.0009 -0.0003 0.413
H 4.002249 -7.871651 -0.357696 0.0010 0.0025 0.0020 0.351
H 5.230969 -5.732845 -0.565892 -0.0023 -0.0014 -0.0035 0.373
H 3.987954 -3.587776 -0.547137 -0.0004 -0.0028 -0.0029 0.382
C 0.853077 2.769438 2.057772 -0.0269 0.0157 0.0127 -1.446
C 2.215277 2.046794 1.941258 0.0267 -0.0522 0.0587 1.966
C 2.889016 2.510996 0.624513 -0.0768 0.0313 0.1250 -1.322
C 3.136775 2.630719 3.049348 0.0004 0.0121 -0.0011 -2.040
N 2.170145 0.592931 1.865941 -0.0340 0.0532 0.0523 -0.286
H 0.940601 3.833065 1.805879 -0.0149 0.0067 0.0268 0.436
H 0.457552 2.691056 3.072336 0.0031 -0.0319 -0.0065 0.306
H 0.099888 2.331445 1.394508 0.0369 0.0293 -0.0426 0.037
H 3.164923 3.568668 0.698457 -0.0395 -0.0596 0.0423 0.306
H 2.252413 2.434666 -0.261651 -0.0059 0.0540 0.0514 -0.020
H 3.785088 1.903157 0.466292 0.0205 -0.0167 0.0179 0.302
H 3.267044 3.713655 2.923889 0.0003 0.0035 -0.0012 0.401
H 4.115377 2.147340 2.985725 0.0017 -0.0011 0.0012 0.382
H 2.730127 2.459075 4.043508 0.0023 0.0065 -0.0085 0.440
N 2.420467 1.915973 -4.285940 -0.0250 0.0894 -0.0568 -0.397
C 3.246213 1.515927 -3.288536 0.1460 0.0725 0.0939 0.110
S 3.372313 -0.074266 -2.813974 -0.0485 -0.1743 0.0035 -0.319
N 4.011999 2.455733 -2.664554 -0.0926 -0.0949 -0.1109 -0.057
C 4.153158 3.832678 -2.909001 0.0221 0.0915 -0.0144 -0.045
C 4.354992 4.665869 -1.809602 -0.0308 0.0029 0.0408 -0.019
C 4.528356 6.025400 -1.986848 -0.0059 0.0180 -0.0219 -0.643
C 4.498708 6.579182 -3.260605 0.0183 -0.0048 0.0079 -0.412
C 4.323261 5.747823 -4.355260 -0.0192 0.0149 -0.0118 -0.625
C 4.165011 4.379385 -4.191154 -0.0402 -0.0809 0.0556 -0.017
H 1.718305 1.220984 -4.488076 0.0213 -0.0364 0.0000 0.317
H 2.020229 2.840726 -4.197239 0.0074 0.0785 0.0366 0.174
H 4.413125 2.105806 -1.807762 0.0195 0.0059 0.0217 0.265
H 4.325387 4.239508 -0.813987 0.0412 0.0286 -0.0900 0.138
H 4.654667 6.660312 -1.119267 0.0079 -0.0011 0.0025 0.361
H 4.609848 7.647109 -3.396563 0.0023 0.0032 -0.0011 0.377
H 4.309623 6.163195 -5.355262 0.0055 0.0013 -0.0048 0.355
H 4.060082 3.736802 -5.052651 -0.0441 -0.0385 -0.0264 0.510
Se 0.710088 4.641126 -2.287089 -0.0262 -0.0037 -0.0199 0.045
N -0.746950 5.219292 -1.379954 0.0263 -0.0136 0.0018 -1.001
C -1.415468 4.110226 -1.044249 -0.0234 0.0130 -0.0579 0.685
C -2.590688 4.077523 -0.278459 -0.0113 0.0100 0.0117 -0.627
C -3.160755 2.846773 0.012161 -0.0173 -0.0164 0.0035 -0.483
C -2.568474 1.682013 -0.467755 -0.0018 -0.0160 -0.0367 -0.305
N -1.466135 1.653013 -1.218260 0.0067 0.0606 0.0223 -0.360
C -0.878768 2.833598 -1.504084 0.0082 0.0162 -0.0120 0.409
N 0.259674 2.879654 -2.209972 0.0269 0.0804 0.1343 -0.286
H -3.010873 5.005816 0.088555 0.0003 0.0005 -0.0003 0.383
H -4.051638 2.776029 0.623535 0.0017 -0.0013 0.0010 0.384
H -2.994571 0.713575 -0.224018 -0.0009 0.0029 0.0065 0.246